# 1
C5H8O | wB97M-V/def2-TZVPD

Positions of all 14 atoms, in Å:
C (0.3503, -1.0181, -0.7632)
C (-1.0146, -0.6251, -0.1444)
C (-0.7521, 0.6991, 0.6065)
O (-0.2638, 0.5075, 1.9179)
C (0.5025, 1.2415, -0.0257)
C (1.1979, 0.2162, -0.5378)
H (0.2647, -1.2377, -1.8336)
H (0.7932, -1.9083, -0.3072)
H (-1.7579, -0.4614, -0.9323)
H (-1.4115, -1.3854, 0.5374)
H (-1.6203, 1.3642, 0.6240)
H (0.8611, 2.2486, 0.1691)
H (2.2094, 0.2957, -0.9126)
H (0.6410, 0.0631, 1.6017)

DFT total energy = -270.50789 Ha
Relative energy (zero: lowest compared OMol25 entry of this formula, charge and spin) = 131.3 kJ/mol
Lowest unoccupied orbital energy = 1.02 eV
Structure (SMILES) = O[C@H]1C=CCC1
HOMO = -9.40 eV

natural (NBO) atomic charge list, values in e, 6 entries: -0.452 -0.431 0.043 -0.700 -0.206 -0.220

***

# 2
C8H28B2KO4 | wB97M-V/def2-TZVPD

Positions of all 43 atoms, in Å:
K (3.8626, -13.6538, -15.4563)
B (6.3115, -13.6489, -17.4576)
H (6.3396, -12.6411, -17.0731)
H (7.2406, -14.1877, -17.3546)
H (5.5112, -14.2894, -17.1207)
H (6.0868, -13.5344, -18.5067)
B (3.3119, -16.3829, -15.1216)
H (2.8196, -17.3100, -14.8718)
H (3.2164, -15.6821, -14.3068)
H (4.3432, -16.5382, -15.3984)
H (2.7187, -15.9632, -15.9192)
C (5.9788, -14.5591, -12.9366)
O (5.0420, -13.5136, -12.8025)
C (5.4679, -12.1862, -12.7959)
C (4.4537, -11.2027, -12.2423)
O (3.2138, -11.4120, -13.0021)
C (2.0500, -10.7979, -12.5113)
H (6.2865, -14.9641, -11.9726)
H (6.8912, -14.0908, -13.3058)
H (5.7672, -15.4334, -13.5522)
H (5.7554, -11.8781, -13.8012)
H (6.3653, -12.1728, -12.1774)
H (4.9516, -10.2431, -12.3811)
H (4.2423, -11.3485, -11.1830)
H (1.7472, -11.5370, -11.7696)
H (1.2021, -10.8084, -13.1963)
H (2.2513, -9.7806, -12.1757)
C (0.1975, -13.7126, -13.9840)
O (1.0598, -12.9570, -14.7992)
C (0.3459, -12.6403, -15.9940)
C (1.1698, -11.4456, -16.5371)
O (2.2905, -12.0032, -17.2008)
C (2.3686, -11.8139, -18.6358)
H (-0.5073, -14.3985, -14.4541)
H (-0.2579, -13.0388, -13.2582)
H (0.7972, -14.3439, -13.3284)
H (-0.6700, -12.2509, -15.9271)
H (0.3071, -13.5390, -16.6095)
H (1.4157, -10.8047, -15.6904)
H (0.6405, -10.7586, -17.1973)
H (3.1449, -12.4968, -18.9810)
H (2.6133, -10.7739, -18.8516)
H (1.4420, -12.2027, -19.0583)

2S+1 = 2
DFT total energy = -1271.78242 Ha
Lowest unoccupied orbital energy (alpha / beta) = 0.17 / -5.09 eV
HOMO (alpha / beta) = -9.35 / -8.48 eV

natural (NBO) atomic charge list, values in e, 6 entries: 0.923 -0.518 0.018 0.009 0.104 0.211